This record from the OMol25 dataset describes a cluster of 6 separate species, C43H78F3N3O11S in total at a distorted geometry. The level of theory is wB97M-V/def2-TZVPD.

As for the LUMO energy: 0.116 eV. As for the HOMO energy: -8.86 eV. The charge is 0. The value obtained for the HOMO-LUMO gap is 0.330 Ha.

```
139
C43H78F3N3O11S wB97M-V/def2-TZVPD
C -1.725 -0.586 2.951
C -1.398 -1.196 1.789
C -0.254 -0.860 0.859
C 0.728 0.186 1.407
C 2.197 -0.287 1.329
O 2.492 -0.920 0.119
C 3.572 -1.834 0.157
C 4.206 -1.879 -1.242
O 3.273 -1.515 -2.246
C 2.963 -2.560 -3.158
C 2.129 -1.993 -4.305
O 2.664 -2.398 -5.559
C 2.801 -1.343 -6.495
C 4.160 -0.663 -6.342
C 0.583 1.624 0.892
N 0.128 1.803 -0.540
S 1.587 1.437 -1.534
C -0.151 3.285 -0.684
C -0.237 3.864 -2.097
C 0.780 4.959 -2.347
F 0.389 6.138 -1.840
F 2.009 4.695 -1.882
F 0.912 5.146 -3.669
C -1.029 0.900 -0.905
C -2.261 1.273 -0.065
C -3.515 0.433 -0.364
C -4.774 1.305 -0.444
C -5.993 0.490 -0.875
N -6.725 -0.015 0.307
C -1.452 1.104 -2.434
O -0.861 0.411 -3.271
O -2.285 1.994 -2.604
C -0.745 -0.571 -0.585
O 0.254 -1.187 -1.479
C -0.059 -2.385 -1.811
N -0.326 -3.494 -2.008
H -1.914 0.483 3.034
H -1.861 -1.170 3.856
H -2.021 -2.022 1.438
H 0.305 -1.796 0.767
H 0.554 0.240 2.485
H 2.337 -1.000 2.156
H 2.883 0.549 1.529
H 4.322 -1.572 0.908
H 3.161 -2.832 0.351
H 5.018 -1.149 -1.309
H 4.607 -2.875 -1.444
H 2.365 -3.325 -2.654
H 3.865 -3.001 -3.591
H 1.098 -2.354 -4.251
H 2.094 -0.903 -4.209
H 1.992 -0.617 -6.366
H 2.702 -1.771 -7.493
H 4.453 -0.113 -7.234
H 4.150 -0.004 -5.471
H 4.894 -1.444 -6.131
H -0.135 2.183 1.495
H 1.538 2.132 1.017
H 0.960 0.782 -2.543
H 0.705 3.762 -0.204
H -1.005 3.588 -0.086
H -1.206 4.347 -2.211
H -0.169 3.150 -2.910
H -2.544 2.301 -0.275
H -2.051 1.220 1.005
H -3.428 -0.210 -1.242
H -3.671 -0.241 0.488
H -4.597 2.163 -1.089
H -4.977 1.615 0.584
H -6.686 1.110 -1.444
H -5.699 -0.347 -1.520
H -7.520 -0.542 -0.040
H -6.160 -0.709 0.788
H -1.650 -1.152 -0.741
C 1.723 -7.508 -5.238
C 0.543 -7.313 -4.287
C 1.226 -6.720 -3.062
O 2.345 -5.977 -3.549
C 2.571 -6.281 -4.927
H 1.438 -7.567 -6.287
H 2.266 -8.420 -4.980
H -0.162 -6.594 -4.709
H 0.000 -8.230 -4.063
H 1.595 -7.507 -2.393
H 0.576 -6.055 -2.492
H 2.261 -5.420 -5.528
H 3.638 -6.446 -5.087
C 6.070 2.232 -1.788
C 6.206 1.343 -3.023
C 7.337 0.411 -2.608
O 7.238 0.265 -1.187
C 6.331 1.236 -0.665
H 5.098 2.716 -1.700
H 6.838 3.008 -1.795
H 5.286 0.772 -3.176
H 6.422 1.892 -3.938
H 8.315 0.841 -2.847
H 7.270 -0.574 -3.072
H 5.405 0.725 -0.372
H 6.768 1.697 0.222
C -6.183 4.904 3.884
C -7.326 3.923 3.632
C -6.764 3.079 2.496
O -5.340 3.051 2.682
C -4.964 4.020 3.659
H -6.202 5.353 4.876
H -6.207 5.707 3.144
H -7.491 3.311 4.517
H -8.268 4.404 3.376
H -6.975 3.531 1.521
H -7.146 2.059 2.486
H -4.681 3.496 4.580
H -4.096 4.575 3.297
C -10.343 4.449 8.306
C -9.383 3.292 8.574
C -9.139 2.762 7.167
O -9.245 3.884 6.289
C -9.802 4.997 6.991
H -10.365 5.196 9.097
H -11.357 4.069 8.167
H -8.452 3.671 9.002
H -9.782 2.534 9.247
H -9.898 2.025 6.883
H -8.155 2.306 7.048
H -9.008 5.732 7.166
H -10.571 5.461 6.374
C 8.461 -3.272 1.552
C 8.628 -3.055 3.053
C 7.207 -2.712 3.474
O 6.334 -3.417 2.587
C 7.093 -3.936 1.488
H 9.246 -3.879 1.105
H 8.437 -2.310 1.034
H 8.949 -3.983 3.531
H 9.344 -2.276 3.309
H 7.012 -1.638 3.374
H 6.985 -3.008 4.500
H 7.169 -5.022 1.611
H 6.568 -3.726 0.555
```

Mulliken population analysis, charges in e, atoms 1 to 6: C -1.10; C -0.74; C 0.34; C 0.51; C -1.83; O 0.71